No. 1
C10H24ClI2InN2P2 | ωB97M-V with the def2-TZVPD basis set

```
! wB97M-V def2-TZVPD RIJCOSX def2/J DEFGRID3
* xyz 2 1
I -1.92 -0.64 -0.56
I 0.90 1.44 1.65
In 1.90 0.73 -2.34
P 2.39 -1.61 -0.27
C 2.00 -2.52 1.28
C 2.47 -2.89 -1.57
H 3.33 -3.54 -1.29
H 4.70 -1.98 0.01
H 2.66 -2.38 -2.55
H 4.40 -0.48 -1.00
H 1.07 -3.11 1.14
H 1.52 -3.47 -1.54
C 4.11 -1.05 -0.07
H 2.83 -3.21 1.49
H 4.17 -0.46 0.86
H 1.91 -1.81 2.12
P -1.06 2.28 -1.48
C -2.46 2.51 -0.33
C -0.28 3.94 -1.51
H -1.02 2.08 -3.89
H -2.34 3.17 -3.21
H -2.54 1.36 -3.09
C -1.82 2.19 -3.12
H 0.57 3.93 -2.23
H -1.10 4.59 -1.89
H -3.12 3.26 -0.81
H -2.10 2.92 0.63
H -0.02 4.22 -0.48
H -3.01 1.57 -0.22
Cl 2.81 1.26 -4.33
C -1.85 -2.69 1.40
C -1.62 -1.37 2.01
N -0.95 -0.32 1.63
C -1.17 0.72 2.48
C -1.92 0.30 3.54
N -2.24 -1.00 3.18
H -1.39 -3.36 2.06
H -2.91 -2.77 1.28
H -1.27 -2.75 0.51
H -0.60 1.74 2.39
H -2.17 0.86 4.42
H -2.87 -1.63 3.69
*
```

Calculated values
- HOMO (spin up / spin down) (eV) = -13.839 / -13.999
- calculated total energy (eV) = -66193.423
- Kohn-Sham gap (spin up / spin down) (hartree) = 0.1584 / 0.1636
- F_max (eV/Å) = 8.1
- ΔE to the lowest compared entry with this formula, charge and spin (kcal per mole) = 211.1

Atomic partial charges in e from the Mulliken method, atoms 1 to 2: 0.012 -0.079

***

No. 2
C10H24MgO7S3 | ωB97M-V with the def2-TZVPD basis set

```
! wB97M-V def2-TZVPD RIJCOSX def2/J DEFGRID3
* xyz 0 1
Mg 14.19 -15.22 -36.45
C 15.03 -14.20 -39.51
O 14.03 -14.88 -39.43
O 15.87 -14.81 -38.89
O 14.71 -13.31 -38.71
C 17.92 -19.96 -36.19
S 16.13 -20.33 -36.19
O 15.53 -18.95 -35.89
C 15.86 -20.82 -37.98
H 18.41 -19.65 -35.27
H 18.16 -19.11 -36.83
H 18.37 -20.78 -36.76
H 15.91 -19.94 -38.63
H 14.91 -21.33 -38.12
H 16.57 -21.59 -38.27
C 7.93 -13.64 -35.23
S 9.41 -13.33 -34.15
O 10.43 -14.28 -34.81
C 9.84 -11.75 -34.93
H 7.24 -14.37 -34.81
H 8.10 -13.87 -36.28
H 7.38 -12.70 -35.31
H 10.77 -11.46 -34.45
H 9.06 -11.01 -34.74
H 9.95 -11.83 -36.01
C 18.99 -13.95 -32.16
S 17.74 -12.74 -32.55
O 16.52 -13.54 -32.98
C 17.55 -12.02 -30.88
H 19.80 -13.46 -31.63
H 19.44 -14.49 -33.00
H 18.54 -14.66 -31.46
H 18.59 -11.71 -30.71
H 17.22 -12.75 -30.15
H 17.04 -11.06 -30.96
C 9.14 -19.67 -36.88
C 8.89 -20.74 -35.81
O 9.28 -21.86 -35.99
C 8.03 -20.37 -34.60
H 8.35 -18.93 -36.92
H 9.32 -20.17 -37.84
H 10.03 -19.09 -36.64
H 7.89 -21.19 -33.89
H 7.09 -19.95 -34.97
H 8.51 -19.57 -34.04
*
```

Calculated values
- HOMO (eV) = -6.205
- calculated total energy (eV) = -63028.676
- Kohn-Sham gap (hartree) = 0.1361
- F_max (eV/Å) = 9.7
- ΔE to the lowest compared entry with this formula, charge and spin (kcal per mole) = 143.4

Atomic partial charges in e from the Mulliken method, atoms 1 to 2: 0.382 0.467

***

No. 3
C10H24N3O | ωB97M-V with the def2-TZVPD basis set

```
! wB97M-V def2-TZVPD RIJCOSX def2/J DEFGRID3
* xyz 1 1
C 0.40 -0.12 -1.60
C 0.88 -1.51 -1.76
C -0.79 0.03 -0.61
C 1.52 -2.00 -0.50
C -2.07 1.27 2.39
C 1.40 1.78 2.03
C -1.75 2.37 -1.33
C 1.77 -4.22 -1.66
C -1.25 0.13 1.86
C 0.33 1.91 0.98
N -1.95 0.89 -1.08
N -0.24 0.50 0.80
N 2.08 -3.24 -0.58
O 1.72 -1.33 0.52
H 1.29 0.30 -1.14
H 0.20 0.43 -2.58
H 0.10 -2.24 -2.05
H 1.70 -1.58 -2.48
H -2.69 1.68 1.59
H -2.73 1.06 3.18
H -1.42 2.09 2.65
H 0.90 1.58 3.01
H 2.03 1.00 1.78
H 2.01 2.76 2.16
H -0.90 2.69 -2.07
H -2.68 2.69 -1.69
H -1.59 2.87 -0.34
H 0.70 -4.41 -1.90
H 2.39 -3.83 -2.50
H 2.34 -5.06 -1.31
H -0.68 -0.27 2.71
H -1.94 -0.70 1.37
H -0.32 2.62 1.44
H 0.91 2.34 0.07
H -2.35 0.45 -1.95
H 2.76 -3.57 0.14
H -2.68 0.75 -0.36
H 0.58 -0.10 0.80
*
```

Calculated values
- HOMO (eV) = -10.581
- calculated total energy (eV) = -17267.620
- Kohn-Sham gap (hartree) = 0.2958
- F_max (eV/Å) = 4.1
- ΔE to the lowest compared entry with this formula, charge and spin (kcal per mole) = 62.4

Atomic partial charges in e from the Mulliken method, atoms 1 to 2: -0.874 -0.773

***

No. 4
C10H24N4O7Zn | ωB97M-V with the def2-TZVPD basis set

```
! wB97M-V def2-TZVPD RIJCOSX def2/J DEFGRID3
* xyz 0 1
O 2.32 1.14 -3.39
H 1.53 1.04 -3.96
Zn -0.81 0.11 -0.99
N -0.37 1.65 0.38
N 1.31 0.64 -1.28
N -1.52 -0.95 0.69
N -0.17 -1.78 -1.31
O -1.06 1.93 1.43
O -1.95 -0.44 1.85
O 0.84 -2.15 -2.11
O 2.27 -0.21 -1.42
C 1.69 1.85 -0.73
C 0.74 2.40 0.16
C -1.55 -2.26 0.52
C -0.75 -2.74 -0.59
C 1.00 3.59 1.02
H 1.32 3.27 2.02
H 0.10 4.20 1.13
H 1.80 4.21 0.58
C 3.05 2.36 -0.99
H 3.28 2.15 -2.05
H 3.78 1.84 -0.35
H 3.13 3.42 -0.77
C -2.26 -3.21 1.43
C -0.45 -4.18 -0.78
H -2.82 -2.64 2.18
H -1.55 -3.88 1.94
H -2.96 -3.85 0.87
H 0.27 -4.30 -1.60
H -1.36 -4.74 -1.02
H -0.03 -4.60 0.14
H -1.64 0.55 1.78
H 1.53 -1.38 -1.95
C -2.39 0.69 -1.66
H -2.40 1.77 -1.85
H -3.25 0.47 -1.02
H -2.57 0.16 -2.61
O -3.60 3.52 1.42
H -4.32 2.91 1.20
H -2.81 2.94 1.49
C 2.14 -0.86 2.05
O 1.79 -1.58 0.89
H 1.23 -0.42 2.49
H 2.87 -0.05 1.87
H 2.58 -1.54 2.79
H 2.05 -1.06 0.09
*
```

Calculated values
- HOMO (spin up / spin down) (eV) = -8.820 / -8.860
- calculated total energy (eV) = -79458.927
- Kohn-Sham gap (spin up / spin down) (hartree) = 0.2043 / 0.2050
- F_max (eV/Å) = 3.5
- ΔE to the lowest compared entry with this formula, charge and spin (kcal per mole) = 107.4

Atomic partial charges in e from the Mulliken method, atoms 1 to 2: -0.629 0.212